#one
C4H8NO3 | ωB97M-V with the def2-TZVPD basis set

```
16
C4H8NO3 ωB97M-V with the def2-TZVPD basis set
O -2.5208 -0.3721 -1.1768
O -0.8627 1.0696 -0.7090
O 2.2255 -2.7328 0.1398
N 0.7101 -1.0979 -0.2152
C -2.9335 1.4795 0.2952
C -2.0482 0.6327 -0.6208
C 1.9443 -1.5349 0.0716
C 2.9489 -0.4491 0.2750
H -3.9811 1.1846 0.4550
H 3.9914 -0.7463 0.3836
H 0.0102 -1.7864 -0.4576
H -2.9823 2.4920 -0.1064
H 2.8976 0.2582 -0.5375
H -2.4860 1.5508 1.2815
H 0.3638 -0.1241 -0.2071
H 2.7229 0.1761 1.1289
```

The calculation puts the LUMO energy at 3.785 eV. Its highest occupied orbital energy is -4.7 eV. The net charge is -1. The value obtained for the orbital gap is 8.45 eV.

Atomic partial charges in e from the natural (NBO) method, atoms 1 to 2: atom 1 (O): -0.76, atom 2 (O): -0.83

#two
C4H8NO3 | ωB97M-V with the def2-TZVPD basis set

```
16
C4H8NO3 ωB97M-V with the def2-TZVPD basis set
O -0.7204 0.0433 1.8880
O 0.8639 -0.7600 0.5531
O -1.2741 1.1126 -3.3090
N -1.4677 0.7894 -1.1365
C 0.2652 -0.6991 1.6499
C -0.6751 0.9984 -2.2392
C 0.7944 1.0943 -1.9625
C 0.5908 -1.7368 2.7731
H 1.3928 1.2500 -2.8965
H -2.4561 0.7215 -1.3035
H -0.3696 -1.6852 3.1887
H -1.1664 0.7141 -0.1354
H 0.8886 1.9421 -1.2739
H 1.0641 0.1189 -1.5150
H 1.3871 -1.1799 3.2879
H 0.8826 -2.7235 2.4308
```

The calculation puts the LUMO energy at 3.993 eV. Its highest occupied orbital energy is -4.4 eV. The net charge is -1. The value obtained for the orbital gap is 8.44 eV.

Atomic partial charges in e from the natural (NBO) method, atoms 1 to 2: atom 1 (O): -0.82, atom 2 (O): -0.80

#three
C4H8NO3 | ωB97M-V with the def2-TZVPD basis set

```
16
C4H8NO3 ωB97M-V with the def2-TZVPD basis set
O 0.0162 0.7509 -1.7288
O -0.5368 1.0341 0.3979
O 0.2534 -3.4396 1.5273
N -0.5474 -2.1766 -0.1763
C 0.2638 -2.3838 0.8776
C -0.6221 2.9499 -1.0071
C -0.3347 1.4639 -0.7576
C 1.2411 -1.3155 1.2041
H -0.6099 -1.2367 -0.5257
H 2.1754 -1.2110 0.6632
H 0.2835 3.5487 -0.9033
H 0.7426 -0.3968 0.7900
H 1.2746 -1.1297 2.2724
H -1.2962 -2.8110 -0.4089
H -0.9997 3.0996 -2.0110
H -1.3037 3.2535 -0.2136
```

The calculation puts the LUMO energy at 4.127 eV. Its highest occupied orbital energy is -4.6 eV. The net charge is -1. The value obtained for the orbital gap is 8.71 eV.

Atomic partial charges in e from the natural (NBO) method, atoms 1 to 2: atom 1 (O): -0.80, atom 2 (O): -0.80

#four
C4H8NO3 | ωB97M-V with the def2-TZVPD basis set

```
16
C4H8NO3 ωB97M-V with the def2-TZVPD basis set
O 0.4535 0.8334 1.9953
O 0.0905 -0.8799 -1.5491
O -0.0998 -1.2735 2.5164
N -0.7912 0.9144 -0.3372
C -1.7785 0.3659 -2.4044
C 0.6681 -0.3987 2.1575
C 2.1310 -0.7775 1.8447
C -0.7173 -0.0092 -1.3756
H -2.4978 0.9785 -2.0605
H 2.7542 -0.2513 2.5299
H -2.2236 -0.5608 -2.7826
H -1.3179 0.9552 -3.2073
H 2.5287 -1.8358 1.9386
H -0.0517 0.8190 0.2933
H -1.5181 1.6448 -0.2897
H 2.3696 -0.5244 0.7307
```

The calculation puts the LUMO energy at 3.620 eV. Its highest occupied orbital energy is -4.2 eV. The net charge is -1. The value obtained for the orbital gap is 7.80 eV.

Atomic partial charges in e from the natural (NBO) method, atoms 1 to 2: atom 1 (O): -0.83, atom 2 (O): -0.63

Of the structures shown above, #one is the most stable.